Model a:
CH7N2O2Si | wB97M-V/def2-TZVPD

Positions of all 13 atoms, in Å:
C: 0.530 -0.410 -0.182
N: -0.510 0.264 0.044
N: 2.177 0.369 -0.322
O: -0.367 1.588 0.342
O: 3.115 -0.508 0.106
Si: -2.269 -0.427 0.028
H: 0.536 -1.456 -0.421
H: 2.111 1.127 0.361
H: -1.230 1.959 0.598
H: 3.457 -0.997 -0.660
H: -2.929 0.631 -0.728
H: -2.085 -1.710 -0.627
H: -2.535 -0.430 1.461

Computed properties:
Lowest unoccupied orbital energy = -4.20 eV
M = 107.16 g/mol
SMILES = O/[NH+]=C/N(O)[SiH3]
Orbital gap = 10.01 eV
Spin multiplicity = 1
Net charge = +1



Model b:
CH7N2O2Si | wB97M-V/def2-TZVPD

Positions of all 13 atoms, in Å:
C: 0.046 0.848 -0.770
N: 0.675 -0.214 0.360
N: -1.046 1.402 -0.327
O: -0.090 -0.025 1.517
O: -1.754 2.299 -1.076
Si: 1.310 -2.003 0.069
H: 0.600 0.867 -1.708
H: -1.498 1.360 0.663
H: 0.295 -0.105 2.399
H: -2.699 2.435 -1.001
H: -0.044 -2.460 -0.489
H: 2.480 -1.722 -0.923
H: 1.727 -2.682 1.286

Computed properties:
Lowest unoccupied orbital energy (spin up / spin down) = -4.51 / -4.51 eV
M = 107.16 g/mol
SMILES = O/[NH+]=C/N(O)[SiH3]
Orbital gap (spin up / spin down) = 8.96 / 8.96 eV
Spin multiplicity = 1
Net charge = +1



model a is the most stable structure; the next one sits 0.840 eV above it.